[1]
Entry from the Open Molecules 2025 dataset: a structure of composition C41H36I2IrN7O4SSe in a non-equilibrium geometry (the ωB97M-V functional and the def2-TZVPD basis).

## Properties
spin multiplicity: 2
energy above the lowest of the compared OMol25 structures with the same formula, charge and spin: 345.0 kJ/mol
LUMO level (spin up / spin down): -5.416 / -5.374 eV
total energy: -156933.95615 eV
total charge: +1
frontier orbital gap (spin up / spin down): 4.723 / 4.673 eV

The geometry in XYZ format:
```
93
C41H36I2IrN7O4SSe | the Open Molecules 2025 dataset | the ωB97M-V functional and the def2-TZVPD basis
Ir 0.3021 -0.0679 0.1997
I 4.9778 2.3416 6.1378
I 1.6308 -2.3883 4.3272
Se 1.3903 1.0883 -3.0629
S 4.5356 -0.6755 -2.4932
O 2.4434 0.7718 0.1157
O 0.7070 -0.2109 2.4680
O 5.6899 -1.5057 -2.4634
O 3.5705 -0.9009 -3.5410
N -1.7568 -1.2240 1.1052
N 0.3143 2.1993 1.2393
N 3.6879 -0.7111 -1.0840
N 0.7230 -2.2314 0.3431
N 0.6903 -0.3076 -2.2317
N 1.3677 0.3237 -4.6031
N -1.3286 1.2853 -0.7435
C -3.2367 1.5838 -2.1338
C 3.9732 1.5900 -1.5105
C 1.9977 1.7351 3.0376
C 3.3100 0.4808 -0.7415
C -3.0573 -0.7590 1.2517
C -0.1125 3.1531 0.2327
C 3.7583 2.9524 -1.3768
C 0.3013 -4.3147 1.1670
C 0.0259 -2.5766 -2.8931
C -4.6618 -3.7134 0.1276
C -2.1499 3.4731 -1.1830
C 5.4555 1.9477 -3.3787
C -5.3797 -0.7644 0.5922
C -3.3389 0.3068 2.1302
C 1.4865 2.6577 1.9621
C -3.1651 2.9600 -1.9689
C -1.4700 -2.4711 1.3225
C 5.2506 3.3161 -3.2366
C 1.7825 -2.9878 0.1244
C 0.0023 -3.4710 -3.9249
C -0.2161 -3.0042 0.9933
C 3.1915 0.1301 5.0303
C -3.9427 -2.4860 -0.4442
C 0.4835 -3.1424 -5.2112
C 3.5455 1.4655 4.8793
C -1.2443 2.6056 -0.5871
C -2.2814 0.8692 3.0347
C 1.5945 0.3633 3.1593
C 4.4052 3.8095 -2.2534
C 1.5607 -4.3034 0.6182
C 2.2427 -0.3935 4.1932
C -4.6273 0.8011 2.2269
C 0.9562 -1.8933 -5.4897
C -5.6538 0.2750 1.4636
C -4.1096 -1.3124 0.4859
C 2.9552 2.2434 3.8868
C 0.5506 -1.2928 -3.1244
C -2.2959 0.7871 -1.5076
C -2.5800 0.6224 4.5154
C 4.8111 1.1059 -2.5007
C 0.9691 -0.9340 -4.4579
H -2.8905 -2.7252 -0.6128
H -2.6540 -0.4435 4.7111
H 2.3032 2.7700 1.2410
H -0.4147 4.1139 0.6797
H 1.3587 -1.6186 -6.4513
H 3.6576 -0.4771 5.7874
H -4.5982 -4.5495 -0.5638
H -2.1989 -3.1389 1.7843
H 3.2703 3.2714 3.7784
H 2.2568 -5.1147 0.5545
H -6.1781 -1.1689 -0.0131
H -3.5112 1.0929 4.8218
H -0.3835 -4.4629 -3.7498
H -0.2079 -5.1345 1.6326
H -1.3251 0.4054 2.7960
H 6.0894 1.5604 -4.1604
H -2.0497 4.5332 -1.0140
H 0.7274 3.3499 -0.4462
H -0.3279 -2.8346 -1.9083
H -4.0054 1.1382 -2.7414
H -4.8287 1.6024 2.9209
H 3.1063 3.3325 -0.6046
H -4.2205 -4.0140 1.0752
H -6.6570 0.6597 1.5542
H -0.4415 2.0447 1.9030
H -4.3921 -2.2365 -1.4100
H -1.7766 1.0267 5.1272
H 5.7424 4.0052 -3.9054
H 0.4696 -3.9027 -5.9762
H 4.2367 4.8719 -2.1749
H 2.6511 -2.5996 -0.3793
H -3.8754 3.6187 -2.4458
H -2.2358 1.9508 2.8669
H 1.2923 3.6447 2.4173
H -2.3096 -0.2875 -1.6179
H -5.7111 -3.4886 0.3020
```



[2]
Entry from the Open Molecules 2025 dataset: a structure of composition C41H36N4O4S3Tl in a non-equilibrium geometry (the ωB97M-V functional and the def2-TZVPD basis).

## Properties
energy above the lowest of the compared OMol25 structures with the same formula, charge and spin: 57.9 kJ/mol
LUMO level: 2.173 eV
total energy: -94450.17534 eV
total charge: -1
frontier orbital gap: 6.781 eV

The geometry in XYZ format:
```
89
C41H36N4O4S3Tl | the Open Molecules 2025 dataset | the ωB97M-V functional and the def2-TZVPD basis
Tl 9.5607 17.8628 10.5691
S 5.0459 18.2722 9.0999
S 7.0346 14.6430 11.8847
S 9.6532 17.7801 13.1248
O 10.3766 17.1892 8.3131
O 10.3629 19.8912 10.1966
O 12.2499 17.7183 10.5957
O 7.8956 10.1795 9.8828
N 13.0757 11.5030 8.1370
N 13.5122 12.6005 7.7526
N 7.8444 15.5597 8.5360
N 10.6113 15.6073 10.4665
C 7.7363 14.2369 13.4546
C 5.5527 15.5901 7.9654
C 5.7308 19.7144 9.8186
C 9.2908 11.2782 8.4076
C 12.6932 13.7647 8.0028
C 10.5388 11.6457 7.9024
C 7.5227 18.1865 9.7632
C 12.1375 22.0252 7.8115
C 8.1652 18.5993 13.6268
C 6.8659 13.7335 7.3081
C 7.0325 19.5007 10.1118
C 7.9567 14.3372 7.9349
C 12.7488 18.1826 9.5509
C 6.9016 18.2157 13.1617
C 11.1926 21.5301 8.7081
C 8.2148 19.7772 14.3464
C 6.6592 16.1316 8.5803
C 11.5477 10.6045 9.7975
C 5.7306 18.8959 13.5132
C 6.5410 17.4532 9.2377
C 13.2956 21.3002 7.5273
C 12.4927 19.5229 9.0392
C 9.1605 10.4639 9.5038
C 10.7998 14.9482 11.5701
C 13.7201 17.3118 8.7494
C 12.0673 14.0528 9.2557
C 12.2916 13.3930 10.4859
C 7.3492 13.0786 11.1097
C 11.6767 15.7322 6.9717
C 5.7897 20.0671 14.2548
C 13.4604 20.0901 8.1518
C 11.2919 20.2743 9.3395
C 7.7498 9.2146 10.8579
C 12.5472 14.6376 6.9381
C 11.1883 15.1716 9.2965
C 10.9780 16.0963 8.1565
C 7.0712 20.4984 14.6849
C 11.6933 11.2732 8.6035
C 11.6649 13.8082 11.6165
C 5.6505 14.3760 7.2976
C 10.3082 10.1236 10.2371
H 5.1063 20.5862 9.9677
H 7.6537 20.1767 10.6275
H 8.4046 11.5527 7.8596
H 8.0646 9.5539 11.8542
H 7.2225 13.4446 13.9771
H 13.5149 16.2647 8.8186
H 10.3627 22.1687 8.9378
H 10.1961 9.4910 11.0915
H 13.1563 14.5478 6.0647
H 6.7981 12.2600 11.6226
H 4.9161 20.6632 14.5282
H 8.4043 12.9310 11.1348
H 4.8026 13.9818 6.7346
H 8.3264 8.3140 10.5480
H 7.0072 13.0886 10.0631
H 4.8222 18.4997 13.0835
H 13.0284 12.6191 10.4942
H 8.8984 13.8010 8.0297
H 8.7627 13.9289 13.3049
H 6.7258 8.9378 10.8934
H 6.7568 17.3758 12.5361
H 7.7405 15.1644 14.0012
H 14.7675 17.4509 9.1182
H 12.4218 10.3493 10.3696
H 14.0151 21.7555 6.9152
H 11.6529 16.4708 6.1693
H 10.2434 15.2852 12.4323
H 7.2065 21.3760 15.2764
H 14.4001 19.5054 8.0195
H 4.5871 16.0756 8.0409
H 12.0143 22.9996 7.4298
H 13.6321 17.5827 7.7203
H 10.6338 12.3266 7.0483
H 11.7888 13.2566 12.5687
H 7.0362 12.8130 6.8003
H 9.2072 20.0709 14.7068
```